Entry 1:
{"formula": "C12H9F6N3O6PdS4", "method": "ωB97M-V/def2-TZVPD", "elements": ["F", "F", "H", "H", "H", "O", "F", "C", "N", "H", "S", "H", "S", "C", "C", "C", "C", "O", "O", "C", "N", "C", "F", "Pd", "F", "S", "O", "S", "F", "C", "H", "N", "H", "C", "C", "H", "O", "H", "C", "O", "C"], "coordinates": [[-1.777, 0.740, -4.393], [-2.223, -4.463, 1.100], [5.605, 3.655, 3.924], [3.624, 0.905, 1.301], [-4.926, 3.448, 0.711], [-0.320, -2.153, 0.021], [-3.311, -0.755, -4.065], [-2.304, 2.297, 1.554], [-0.986, 1.897, 1.197], [0.447, 3.798, 3.052], [-1.425, -0.674, -2.269], [3.467, 4.779, 4.422], [-1.728, -2.334, -0.249], [1.213, 1.845, 1.586], [3.604, 1.746, 1.979], [4.690, 3.306, 3.461], [-4.830, 2.650, 1.449], [1.245, 4.162, 3.485], [1.270, 0.845, 0.803], [-2.023, -0.504, -4.025], [-0.042, 2.431, 1.856], [-2.217, -4.122, -0.176], [-1.349, -4.851, -0.847], [-0.411, 0.455, -0.152], [-3.424, -4.242, -0.692], [-2.590, 3.512, 2.694], [0.021, -0.481, -2.213], [-3.569, 1.508, 0.804], [-1.343, -1.354, -4.751], [2.347, 2.373, 2.239], [-4.493, 2.405, 3.593], [-1.992, -2.018, -1.829], [-5.770, 2.101, 1.510], [3.516, 3.937, 3.745], [-4.372, 3.149, 2.805], [-4.882, 4.067, 3.092], [-1.946, 0.485, -1.433], [5.693, 1.717, 2.368], [2.321, 3.500, 3.154], [-2.639, -1.639, 0.607], [4.744, 2.195, 2.569]], "lowdin_charge": [0.188, 0.183, 0.138, 0.135, 0.111, -0.299, 0.200, -0.825, -0.101, 0.085, 0.683, 0.144, 0.641, -0.313, 0.026, 0.033, -0.398, 0.150, -0.062, -0.691, 0.132, -0.696, 0.191, 1.108, 0.185, 1.119, -0.292, 1.180, 0.214, -0.032, 0.107, -0.254, 0.113, 0.035, -0.411, 0.110, -0.469, 0.131, -0.197, -0.304, 0.001], "homo_energy_ev": -15.34, "e_above_lowest_ev": 1.423, "total_energy_ev": -92449.401, "gap_ev": 4.7, "total_charge": 2}


Entry 2:
{"formula": "C13H10BrClNOPdS3", "method": "ωB97M-V/def2-TZVPD", "elements": ["S", "Br", "H", "C", "C", "H", "C", "N", "C", "H", "S", "C", "H", "C", "C", "C", "C", "Cl", "C", "O", "S", "H", "C", "C", "H", "H", "H", "C", "H", "H", "Pd"], "coordinates": [[-0.656, 5.303, -0.774], [1.198, -1.663, -0.455], [-4.966, -3.786, -0.602], [-2.818, -0.682, 0.321], [-4.154, -1.919, -1.303], [-2.381, 1.362, 0.041], [4.505, 1.424, 0.189], [2.223, 0.792, -0.010], [3.931, -0.880, -0.201], [-1.972, 0.692, 1.718], [0.034, 3.098, 1.062], [-4.346, -2.934, -0.359], [6.779, 0.428, 0.160], [4.898, 0.101, 0.004], [-2.175, 0.503, 0.676], [2.632, -0.460, -0.194], [3.163, 1.725, 0.177], [-2.167, -1.742, 2.746], [-0.268, 3.685, -0.503], [6.172, -0.309, 0.008], [-0.106, 2.557, -1.756], [2.807, 2.737, 0.320], [-2.970, -1.778, 1.220], [-3.399, -0.826, -0.977], [-3.242, -0.030, -1.695], [-3.858, -3.669, 1.610], [-4.603, -2.000, -2.284], [-3.739, -2.867, 0.894], [4.210, -1.914, -0.352], [5.236, 2.209, 0.345], [0.033, 0.843, -0.026]], "lowdin_charge": [0.796, 0.852, 0.117, -0.322, -0.059, 0.057, 0.032, -0.104, -0.009, 0.035, 0.583, -0.034, 0.134, -0.288, -0.115, -0.708, -0.104, 0.742, -1.768, 0.120, 0.579, 0.100, -0.599, -0.022, 0.121, 0.115, 0.116, -0.089, 0.134, 0.131, 0.460], "homo_energy_ev": [-10.59, -12.22], "s_squared": 6.0465, "spin_multiplicity": 5, "e_above_lowest_ev": 0.263, "total_energy_ev": -135722.446, "gap_ev": [7.1, 6.1], "total_charge": 1}


Entry 3:
{"formula": "C13H10ClP", "method": "ωB97M-V/def2-TZVPD", "elements": ["H", "H", "C", "C", "C", "H", "H", "C", "H", "P", "H", "H", "C", "C", "Cl", "C", "C", "C", "C", "C", "H", "H", "H", "C", "C"], "coordinates": [[-4.721, -0.600, -1.169], [4.271, -0.821, -0.503], [0.174, -0.638, 1.454], [0.962, 1.009, -0.352], [2.463, -0.737, 0.310], [1.571, 2.343, -1.710], [2.820, -1.548, 0.776], [1.918, 1.523, -1.238], [-3.982, -2.469, 0.004], [-2.900, 0.822, -1.157], [3.939, 1.414, -1.830], [-0.394, 2.599, -0.878], [-1.148, -0.689, 0.800], [-0.374, 1.699, -0.283], [-0.331, 2.674, 1.426], [-2.141, -1.590, 0.867], [1.212, -0.061, 0.486], [3.418, -0.242, -0.560], [3.187, 0.959, -1.228], [-3.282, -1.684, 0.026], [0.290, 0.056, 2.419], [0.349, -1.605, 1.708], [-1.950, -2.468, 1.529], [-1.528, 0.714, -0.236], [-3.820, -0.662, -0.658]], "lowdin_charge": [0.009, 0.081, -0.123, -0.250, -0.006, 0.076, 0.069, -0.009, 0.088, 0.954, 0.094, 0.072, -0.109, -0.506, 0.469, -0.092, -0.150, -0.066, -0.053, -0.173, 0.159, 0.076, 0.128, -0.401, -0.339], "homo_energy_ev": [-6.00, -9.24], "s_squared": 2.0394, "spin_multiplicity": 3, "total_energy_ev": -35448.161, "gap_ev": [6.4, 6.2]}


Entry 4:
{"formula": "C13H10N2O2RhS4Sb", "method": "ωB97M-V/def2-TZVPD", "elements": ["C", "C", "Rh", "O", "Sb", "H", "S", "C", "C", "C", "S", "N", "H", "S", "H", "H", "C", "C", "S", "H", "H", "C", "N", "H", "H", "C", "C", "H", "H", "O", "C", "C", "C"], "coordinates": [[-4.166, 0.982, 0.140], [-4.943, 2.119, 0.110], [0.119, 0.100, 0.161], [-6.472, 4.595, -0.110], [2.344, 2.590, 0.173], [-5.994, 2.012, 0.341], [1.983, 0.440, -1.016], [-2.240, 2.305, -0.440], [-4.380, 3.370, -0.142], [-1.405, -2.331, 0.013], [1.740, 4.393, -1.110], [-0.088, -1.962, 0.119], [-3.407, -1.559, 0.056], [4.376, 2.634, 1.229], [1.878, -2.547, 0.258], [-6.802, 3.697, -0.234], [0.570, -4.245, 0.126], [-2.790, 1.050, -0.125], [0.500, 1.774, 1.620], [1.365, -4.967, 0.206], [-1.181, 2.372, -0.687], [-3.012, 3.440, -0.420], [-1.949, -0.036, -0.092], [-1.014, -5.703, -0.017], [-2.789, -3.968, -0.155], [-5.127, 4.656, -0.064], [0.857, -2.898, 0.166], [-2.578, 4.411, -0.596], [-4.623, 0.042, 0.405], [-4.571, 5.714, 0.054], [-1.749, -3.700, -0.056], [-0.768, -4.652, 0.011], [-2.358, -1.300, -0.001]], "lowdin_charge": [-0.006, -0.019, 0.488, 0.124, -0.104, 0.113, 0.079, -0.028, -0.121, -0.252, -0.176, -0.069, 0.122, -0.168, 0.112, 0.094, -0.036, -0.277, 0.120, 0.110, 0.067, 0.019, -0.068, 0.114, 0.118, -0.479, -0.122, 0.131, 0.101, 0.134, -0.006, -0.047, -0.067], "homo_energy_ev": [-7.59, -8.08], "s_squared": 6.0404, "spin_multiplicity": 5, "total_energy_ev": -73603.778, "gap_ev": [5.2, 4.6]}